[1]
# C14H16

A 2-piece molecular cluster, C14H16 overall at a distorted geometry (ωB97M-V/def2-TZVPD, the Open Molecules 2025 dataset).

```
30
Properties=species:S:1:pos:R:3:lowdin_charge:R:1
C -0.014 3.658 0.268 -0.022
C -0.367 0.396 -1.628 -0.067
C -0.218 1.313 -0.613 -0.051
C -0.677 0.842 -2.926 -0.116
C -0.477 2.670 -0.894 -0.222
C -1.122 2.109 -3.136 -0.084
C -1.141 3.058 -2.048 -0.026
H -0.138 -0.627 -1.596 0.070
H 0.021 1.083 0.340 0.047
H -0.527 0.123 -3.786 0.121
H -1.629 2.307 -4.081 0.101
H 0.636 3.410 1.011 0.027
H -0.839 4.073 0.837 0.073
H -1.262 4.044 -2.155 0.061
H 0.517 4.351 -0.371 0.072
C -0.758 -2.252 3.529 -0.071
C 0.805 -0.975 2.002 -0.089
C 0.022 -2.054 2.259 -0.280
C 1.574 -0.835 0.809 -0.083
C 0.002 -3.181 1.297 -0.016
C 1.563 -1.940 -0.092 -0.108
C 0.906 -3.142 0.232 -0.095
H 0.734 -0.264 2.904 0.140
H 2.221 0.048 0.653 0.114
H -1.419 -1.306 3.726 0.114
H -0.170 -2.157 4.396 0.052
H -0.699 -3.984 1.422 0.092
H 2.221 -1.983 -0.917 0.085
H 1.156 -4.009 -0.363 0.097
H -1.396 -3.112 3.615 0.065
```

- molar mass (g/mol) = 184.28
- SMILES = Cc1ccccc1.Cc1ccccc1
- lowest unoccupied orbital energy (eV) = 0.91
- relative energy (zero: lowest compared OMol25 entry of this formula, charge and spin) (kJ/mol) = 234.3
- HOMO level (eV) = -8.76

[2]
# C50H47Cl2GeN7OS2Tc

C50H47Cl2GeN7OS2Tc as an isolated structure at a distorted geometry (ωB97M-V/def2-TZVPD, the Open Molecules 2025 dataset).

```
111
Properties=species:S:1:pos:R:3:lowdin_charge:R:1
Tc 0.117 0.986 0.312 1.113
Cl -4.754 2.229 0.202 0.841
C -3.411 3.255 0.366 -0.586
C -3.586 4.669 0.192 -0.069
C -2.514 5.485 0.455 -0.543
Cl -2.741 7.193 0.200 0.766
C -1.214 4.951 0.821 -0.119
C -0.045 5.713 1.004 0.022
C 1.172 5.131 0.940 -0.002
C 1.240 3.748 0.764 -0.120
N 0.152 3.007 0.717 -0.069
C -1.083 3.555 0.786 -0.175
C -2.208 2.718 0.640 -0.336
O -1.989 1.347 0.765 -0.365
H -4.531 5.012 -0.153 0.114
H -0.025 6.762 1.198 0.123
H 2.036 5.823 1.026 0.149
H 2.202 3.277 0.577 0.078
S 0.084 -1.359 -0.200 0.777
C 1.775 -1.629 -0.353 -0.603
N 2.331 -2.736 0.059 -0.037
C 3.730 -3.003 -0.333 -0.017
C 4.000 -2.378 -1.769 -0.036
N 3.723 -0.986 -1.648 -0.103
C 4.584 0.008 -2.331 -0.070
C 6.034 -0.139 -1.840 -0.247
C 7.081 -0.101 -2.775 -0.029
C 8.382 -0.012 -2.319 -0.040
C 8.634 -0.078 -0.929 -0.065
C 7.594 -0.214 -0.068 -0.088
C 6.269 -0.210 -0.502 -0.068
C 2.666 -0.648 -0.939 -0.598
S 2.347 0.985 -0.616 0.808
C 1.590 -3.750 0.846 -0.090
C 1.326 -4.948 -0.015 -0.245
C 2.091 -6.079 0.171 -0.035
C 1.915 -7.175 -0.691 -0.044
C 0.969 -7.099 -1.673 -0.075
C 0.140 -6.009 -1.792 -0.065
C 0.343 -4.904 -0.998 -0.046
H 3.978 -4.033 -0.359 0.127
H 4.378 -2.593 0.394 0.126
H 3.281 -2.694 -2.550 0.166
H 5.071 -2.490 -1.955 0.150
H 4.266 1.013 -1.966 0.082
H 4.494 -0.110 -3.405 0.144
H 6.825 -0.045 -3.836 0.124
H 9.284 0.147 -2.977 0.140
H 9.668 -0.103 -0.498 0.138
H 7.774 -0.377 1.014 0.126
H 5.468 -0.227 0.283 0.123
H 0.705 -3.319 1.334 0.099
H 2.336 -4.069 1.655 0.164
H 2.772 -6.141 0.984 0.110
H 2.487 -8.078 -0.434 0.130
H 0.937 -7.944 -2.372 0.129
H -0.549 -6.038 -2.651 0.126
H -0.184 -3.974 -1.236 0.085
C -6.321 1.654 4.534 -0.018
C -6.179 0.454 3.810 -0.050
C -4.994 0.182 3.160 -0.107
C -3.911 1.100 3.229 -0.318
C -4.034 2.273 3.970 -0.096
C -5.231 2.542 4.628 -0.043
Ge -2.335 0.445 2.433 1.069
C -2.441 -1.411 1.853 -0.364
C -2.086 -2.389 2.790 -0.096
C -2.352 -3.726 2.530 -0.059
C -2.985 -4.097 1.363 -0.061
C -3.257 -3.152 0.402 -0.047
C -3.001 -1.788 0.683 -0.170
C -0.520 0.985 3.145 -0.230
C 0.546 0.185 2.734 -0.244
C 1.872 0.582 2.843 -0.065
C 2.153 1.869 3.377 -0.052
C 1.103 2.624 3.803 -0.076
C -0.220 2.180 3.839 -0.044
H -7.208 1.833 5.152 0.126
H -6.975 -0.296 3.792 0.123
H -4.780 -0.724 2.583 0.095
H -3.145 2.902 4.047 0.092
H -5.290 3.434 5.188 0.101
H -1.725 -2.100 3.798 0.126
H -2.304 -4.474 3.307 0.121
H -3.262 -5.113 1.218 0.114
H -3.727 -3.328 -0.597 0.131
H -3.224 -0.959 0.000 0.100
H 0.394 -0.781 2.291 0.044
H 2.667 -0.050 2.537 0.099
H 3.128 2.291 3.409 0.116
H 1.425 3.578 4.322 0.153
H -0.930 2.890 4.189 0.096
C -3.870 2.663 -3.689 -0.071
C -3.469 1.535 -4.575 -0.401
C -3.977 0.117 -4.159 -0.056
C -1.966 1.633 -4.876 -0.056
N -1.232 1.790 -3.591 -0.080
C -1.277 0.949 -2.591 -0.047
N -0.474 1.506 -1.613 -0.162
N -0.082 2.685 -2.043 0.014
N -0.536 2.889 -3.237 0.140
H -4.952 2.789 -3.579 0.104
H -3.534 3.564 -4.225 0.103
H -3.459 2.682 -2.696 0.047
H -3.984 1.663 -5.510 0.136
H -4.035 0.006 -3.086 0.048
H -3.365 -0.730 -4.528 0.087
H -5.048 0.014 -4.505 0.112
H -1.686 2.535 -5.466 0.150
H -1.547 0.760 -5.402 0.142
H -1.773 0.011 -2.519 0.131
```

- spin multiplicity = 3
- charge = +3
- molar mass (g/mol) = 1067.62
- lowest unoccupied orbital energy (spin up / spin down) (eV) = -8.90 / -9.31
- expectation value of S² = 2.020
- relative energy (zero: lowest compared OMol25 entry of this formula, charge and spin) (kJ/mol) = 131.4
- HOMO level (spin up / spin down) (eV) = -15.53 / -15.56

[3]
# C18H24IO7P

A 2-piece molecular cluster, C18H24IO7P overall at a distorted geometry (ωB97M-V/def2-TZVPD, the Open Molecules 2025 dataset).

```
51
Properties=species:S:1:pos:R:3:lowdin_charge:R:1
C 1.576 4.833 0.376 -0.047
C 0.829 3.551 0.145 -0.267
C 1.283 2.541 -0.692 -0.043
C 0.552 1.371 -0.871 -0.054
C -0.666 1.196 -0.230 -0.034
C -1.148 2.201 0.600 -0.203
C -2.489 2.099 1.309 -0.107
C -3.494 2.878 0.538 -0.125
C -4.193 3.984 0.810 -0.289
P -4.225 5.030 2.317 0.553
O -2.637 5.414 2.462 -0.417
I -4.411 3.361 4.113 0.463
C -4.990 4.272 -0.422 -0.455
O -5.876 5.024 -0.612 0.177
O -4.551 3.427 -1.428 0.151
C -3.827 2.417 -0.853 -0.395
O -3.575 1.399 -1.381 0.210
C -0.400 3.362 0.783 0.002
H 1.655 5.012 1.443 0.080
H 2.547 4.856 -0.102 0.074
H 0.983 5.654 -0.023 0.080
H 2.225 2.665 -1.208 0.108
H 0.932 0.602 -1.522 0.099
H -1.236 0.296 -0.390 0.111
H -2.820 1.066 1.382 0.138
H -2.397 2.506 2.306 0.036
H -2.288 5.809 1.653 0.053
H -0.774 4.135 1.437 0.101
C 2.809 -4.474 2.485 -0.114
O 2.079 -4.493 1.280 -0.197
C 0.971 -3.611 1.308 -0.206
C 0.517 -3.269 -0.094 -0.180
O 1.317 -2.288 -0.738 -0.140
C 2.599 -2.694 -1.199 -0.182
C 2.563 -3.549 -2.446 -0.207
O 2.213 -4.886 -2.134 -0.198
C 1.683 -5.575 -3.243 -0.113
H 2.193 -4.809 3.328 0.088
H 3.651 -5.154 2.371 0.088
H 3.195 -3.470 2.694 0.088
H 1.234 -2.686 1.836 0.128
H 0.145 -4.102 1.841 0.129
H -0.473 -2.815 -0.015 0.125
H 0.420 -4.168 -0.705 0.123
H 3.171 -3.178 -0.406 0.123
H 3.112 -1.764 -1.455 0.126
H 3.559 -3.547 -2.910 0.128
H 1.842 -3.121 -3.154 0.128
H 0.776 -5.084 -3.614 0.088
H 1.425 -6.580 -2.914 0.088
H 2.416 -5.643 -4.055 0.088
```

- molar mass (g/mol) = 510.26
- SMILES = Cc1cccc(CC2=C(P(O)I)C(=O)OC2=O)c1.COCCOCCOC
- lowest unoccupied orbital energy (eV) = -1.29
- relative energy (zero: lowest compared OMol25 entry of this formula, charge and spin) (kJ/mol) = 18.2
- HOMO level (eV) = -9.20

[4]
# C3H5NO4

A 2-piece molecular cluster, C3H5NO4 overall at a distorted geometry (ωB97M-V/def2-TZVPD, the Open Molecules 2025 dataset).

```
13
Properties=species:S:1:pos:R:3:lowdin_charge:R:1
C -0.903 -2.147 0.905 0.108
C 1.905 1.606 -1.285 0.087
C -1.345 -0.839 0.879 -0.082
N -1.074 0.102 -0.169 -0.388
O -0.284 -0.273 -1.030 0.037
O -1.755 1.139 -0.184 0.067
O 1.605 1.934 -0.115 -0.123
O 1.513 1.076 0.872 -0.137
H -0.800 -2.573 -0.079 0.072
H -1.121 -2.573 1.877 0.068
H 1.816 2.294 -2.051 0.091
H 2.176 0.628 -1.414 0.077
H -1.733 -0.373 1.795 0.123
```

- molar mass (g/mol) = 119.08
- lowest unoccupied orbital energy (spin up / spin down) (eV) = -0.77 / -0.77
- relative energy (zero: lowest compared OMol25 entry of this formula, charge and spin) (kJ/mol) = 976.2
- HOMO level (spin up / spin down) (eV) = -9.53 / -9.53

Which of these has the highest relative energy (zero: lowest compared OMol25 entry of this formula, charge and spin)? C3H5NO4

Copy entry 1 word for word.
# C14H16

A 2-piece molecular cluster, C14H16 overall at a distorted geometry (ωB97M-V/def2-TZVPD, the Open Molecules 2025 dataset).

```
30
Properties=species:S:1:pos:R:3:lowdin_charge:R:1
C -0.014 3.658 0.268 -0.022
C -0.367 0.396 -1.628 -0.067
C -0.218 1.313 -0.613 -0.051
C -0.677 0.842 -2.926 -0.116
C -0.477 2.670 -0.894 -0.222
C -1.122 2.109 -3.136 -0.084
C -1.141 3.058 -2.048 -0.026
H -0.138 -0.627 -1.596 0.070
H 0.021 1.083 0.340 0.047
H -0.527 0.123 -3.786 0.121
H -1.629 2.307 -4.081 0.101
H 0.636 3.410 1.011 0.027
H -0.839 4.073 0.837 0.073
H -1.262 4.044 -2.155 0.061
H 0.517 4.351 -0.371 0.072
C -0.758 -2.252 3.529 -0.071
C 0.805 -0.975 2.002 -0.089
C 0.022 -2.054 2.259 -0.280
C 1.574 -0.835 0.809 -0.083
C 0.002 -3.181 1.297 -0.016
C 1.563 -1.940 -0.092 -0.108
C 0.906 -3.142 0.232 -0.095
H 0.734 -0.264 2.904 0.140
H 2.221 0.048 0.653 0.114
H -1.419 -1.306 3.726 0.114
H -0.170 -2.157 4.396 0.052
H -0.699 -3.984 1.422 0.092
H 2.221 -1.983 -0.917 0.085
H 1.156 -4.009 -0.363 0.097
H -1.396 -3.112 3.615 0.065
```

- molar mass (g/mol) = 184.28
- SMILES = Cc1ccccc1.Cc1ccccc1
- lowest unoccupied orbital energy (eV) = 0.91
- relative energy (zero: lowest compared OMol25 entry of this formula, charge and spin) (kJ/mol) = 234.3
- HOMO level (eV) = -8.76

Which formula does entry 3 have? C18H24IO7P